# 1
{"formula": "C19H24N5S5SbTc", "method": "ωB97M-V with the def2-TZVPD basis set", "homo_lumo_gap_ev": 5.94, "relative_energy_kcal_mol": 0.0, "total_charge": 1, "homo_ev": -10.52, "elements": ["Tc", "N", "C", "S", "N", "N", "C", "C", "C", "C", "C", "C", "N", "H", "H", "H", "H", "H", "H", "H", "S", "Sb", "S", "S", "S", "C", "C", "C", "C", "C", "C", "C", "C", "C", "C", "C", "C", "N", "H", "H", "H", "H", "H", "H", "H", "H", "H", "H", "H", "H", "H", "H", "H", "H", "H"], "positions_angstrom": [[-0.38915, 0.00655, -1.22492], [-2.46558, 3.69928, -2.23005], [-1.65542, 2.64385, -2.15238], [-2.38941, 1.07602, -1.81579], [-0.38061, 2.83364, -2.41202], [0.30392, 1.65851, -2.28403], [1.40313, 1.50865, -2.92274], [2.11347, 0.23268, -2.76111], [3.29988, -0.04961, -3.39926], [3.88654, -1.29367, -3.20063], [3.27397, -2.20479, -2.36040], [2.08276, -1.85564, -1.75031], [1.51016, -0.66463, -1.95351], [-3.45011, 3.60127, -2.05836], [-2.08903, 4.60173, -2.46771], [1.76575, 2.30014, -3.57033], [3.75354, 0.69631, -4.03799], [4.81551, -1.54389, -3.69618], [3.70064, -3.18099, -2.17919], [1.56559, -2.52719, -1.07854], [-3.35938, -5.19629, -0.11117], [-2.44203, -5.50034, -2.06736], [-3.12792, -2.06438, -2.24771], [-1.05202, -1.92529, -2.23340], [-3.39951, -3.68724, -3.47752], [1.60248, 2.68147, 0.77782], [1.99765, 1.53804, 1.71505], [2.87988, 0.48278, 1.04352], [0.82662, 0.89806, 2.45020], [0.87105, 0.97469, 3.83424], [-0.11334, 0.41328, 4.62693], [-1.16561, -0.25238, 4.03119], [-1.27367, -0.37917, 2.65116], [-2.49388, -1.11512, 2.12712], [-3.46187, -0.14469, 1.43771], [-2.15253, -2.33975, 1.27444], [-0.26610, 0.21174, 1.86148], [-0.33462, 0.16803, 0.45194], [2.49985, 3.19449, 0.42269], [0.98171, 3.41319, 1.29799], [1.04815, 2.33843, -0.08938], [2.60658, 1.99270, 2.49612], [2.31984, -0.08538, 0.30684], [3.26840, -0.22115, 1.78187], [3.73169, 0.95459, 0.54518], [1.69997, 1.49700, 4.29564], [-0.05889, 0.49405, 5.70478], [-1.93678, -0.69734, 4.64766], [-3.00195, -1.49468, 3.01364], [-2.96856, 0.42383, 0.65053], [-3.86572, 0.56929, 2.15864], [-4.29618, -0.69029, 0.99069], [-1.53695, -2.10143, 0.41113], [-3.06676, -2.80762, 0.90494], [-1.61515, -3.08131, 1.87083]]}

=====

# 2
{"formula": "C6H14O", "method": "ωB97M-V with the def2-TZVPD basis set", "homo_lumo_gap_ev": 10.22, "relative_energy_kcal_mol": 88.9, "homo_ev": -9.39, "elements": ["C", "C", "C", "C", "C", "C", "O", "H", "H", "H", "H", "H", "H", "H", "H", "H", "H", "H", "H", "H", "H"], "positions_angstrom": [[0.11652, 2.02085, -0.07974], [0.83335, 0.71878, -0.44412], [1.40428, 0.80633, -1.85987], [-0.07531, -0.50724, -0.32595], [-0.45006, -0.90048, 1.09318], [-1.33164, -2.12614, 1.20812], [0.45180, -0.71127, 2.04842], [0.78317, 2.87724, -0.22931], [-0.20398, 2.04375, 0.96730], [-0.76936, 2.17406, -0.71005], [1.65407, 0.56704, 0.26660], [2.08428, 1.65977, -1.95620], [0.60410, 0.93553, -2.59988], [1.96205, -0.09943, -2.12375], [0.46552, -1.38867, -0.70462], [-0.97999, -0.40089, -0.94056], [-1.46390, 0.12611, 1.38423], [-0.68576, -2.98592, 0.99929], [-2.15999, -2.11922, 0.49556], [-1.70620, -2.22798, 2.22750], [-0.67518, 0.06227, 1.96277]]}

=====

# 3
{"formula": "C8H13BiNP", "method": "ωB97M-V with the def2-TZVPD basis set", "homo_lumo_gap_ev": [5.62, 5.62], "relative_energy_kcal_mol": 0.0, "homo_ev": [-5.61, -5.61], "elements": ["C", "C", "C", "C", "C", "Bi", "P", "H", "H", "H", "H", "H", "H", "H", "H", "C", "C", "C", "N", "H", "H", "H", "H", "H"], "positions_angstrom": [[-0.44574, 0.38259, -2.28328], [-1.21162, 1.54936, -1.98375], [-0.34391, 2.55082, -1.49553], [0.98490, 2.10754, -1.66268], [0.96463, 0.74312, -2.08952], [0.43251, -0.76795, 0.05115], [-0.08549, -3.29033, 0.45240], [-0.77201, -0.46794, -2.87936], [-2.28969, 1.61909, -2.06566], [-0.64448, 3.51049, -1.10983], [1.79190, 0.19671, -2.53071], [1.88629, 2.68091, -1.45402], [1.10249, -3.93235, -0.04293], [-1.26044, -3.74678, -0.23889], [-0.19705, -3.53537, 1.86697], [-0.54162, -0.33378, 5.90666], [0.50821, 0.38659, 5.04077], [0.32227, 0.29242, 3.60259], [0.18316, 0.17046, 2.45487], [-1.53752, 0.06108, 5.69606], [-0.34010, -0.21275, 6.97761], [-0.56215, -1.40180, 5.67327], [0.55253, 1.44174, 5.32111], [1.50301, -0.00397, 5.27519]]}

=====

# 4
{"formula": "C4H3O3", "method": "ωB97M-V with the def2-TZVPD basis set", "homo_lumo_gap_ev": 7.19, "smiles": "C=C1OC=C([O-])O1", "relative_energy_kcal_mol": 27.1, "total_charge": -1, "homo_ev": -2.84, "elements": ["C", "C", "O", "C", "C", "O", "O", "H", "H", "H"], "positions_angstrom": [[-0.38739, -1.28389, -0.16788], [-0.38123, 0.04050, -0.25950], [0.73895, 0.88378, 0.01768], [0.45952, 2.44349, -0.20153], [-0.89897, 2.36503, -0.47431], [-1.74947, 3.20114, -0.75129], [-1.35123, 0.91371, -0.61111], [-1.27821, -1.82384, -0.42126], [0.49938, -1.81588, 0.11304], [1.02900, 3.02563, 0.48552]]}

=====

Please write out number 3 again, unchanged.
{"formula": "C8H13BiNP", "method": "ωB97M-V with the def2-TZVPD basis set", "homo_lumo_gap_ev": [5.62, 5.62], "relative_energy_kcal_mol": 0.0, "homo_ev": [-5.61, -5.61], "elements": ["C", "C", "C", "C", "C", "Bi", "P", "H", "H", "H", "H", "H", "H", "H", "H", "C", "C", "C", "N", "H", "H", "H", "H", "H"], "positions_angstrom": [[-0.44574, 0.38259, -2.28328], [-1.21162, 1.54936, -1.98375], [-0.34391, 2.55082, -1.49553], [0.98490, 2.10754, -1.66268], [0.96463, 0.74312, -2.08952], [0.43251, -0.76795, 0.05115], [-0.08549, -3.29033, 0.45240], [-0.77201, -0.46794, -2.87936], [-2.28969, 1.61909, -2.06566], [-0.64448, 3.51049, -1.10983], [1.79190, 0.19671, -2.53071], [1.88629, 2.68091, -1.45402], [1.10249, -3.93235, -0.04293], [-1.26044, -3.74678, -0.23889], [-0.19705, -3.53537, 1.86697], [-0.54162, -0.33378, 5.90666], [0.50821, 0.38659, 5.04077], [0.32227, 0.29242, 3.60259], [0.18316, 0.17046, 2.45487], [-1.53752, 0.06108, 5.69606], [-0.34010, -0.21275, 6.97761], [-0.56215, -1.40180, 5.67327], [0.55253, 1.44174, 5.32111], [1.50301, -0.00397, 5.27519]]}